Molecular formula: C42H62I2NO10
Method: DFT, wB97M-V/def2-TZVPD

Geometry as XYZ:
```
117
Properties=species:S:1:pos:R:3:mulliken_charge:R:1
C 7.70622 0.70513 3.72561 -1.045
C 6.71526 1.78403 3.11480 -0.465
C 5.25584 1.73997 3.76907 -0.476
C 4.23323 1.98772 2.60049 -0.387
C 2.71938 2.07525 3.10599 -1.322
N 1.80553 1.55415 2.05439 0.671
C 1.08851 2.40319 1.23451 -0.104
C 1.14417 3.95853 1.36933 -0.671
C 2.37485 4.50635 0.50706 -1.058
C 0.21862 1.88338 0.16319 1.512
C -0.55931 2.83238 -0.79428 -1.556
I -2.47657 3.66632 -0.32575 0.142
C 0.04957 3.12409 -1.98857 0.199
C -0.56815 4.02392 -3.09838 -1.171
I 1.99851 2.26122 -2.42919 0.018
C 0.06652 0.43496 -0.03903 0.463
C -0.85399 -0.05807 -1.18157 -1.458
C -2.35698 -0.33889 -0.68036 -0.050
C -2.93075 -1.63044 -1.39507 -1.044
C -2.88762 -2.92540 -0.50687 -0.288
O -4.10792 -3.67725 -0.53831 -0.518
C -4.06106 -4.71901 0.44791 -0.811
C 0.85474 -0.45301 0.86863 -0.325
C 0.70874 -2.00254 0.67478 1.526
C 2.06394 -2.49234 -0.04153 -1.314
C 0.39814 -2.79783 2.00198 -0.266
C -0.10256 -4.25383 1.59294 -1.050
C 1.71613 0.16246 1.87644 0.022
C 2.58607 -0.73332 2.80843 0.724
C 2.10114 -1.03272 4.17083 -0.142
C 2.87735 -1.82690 5.11491 -0.848
C 4.18354 -2.32157 4.68285 -0.584
C 4.65191 -2.04949 3.33648 -1.063
C 3.88469 -1.25428 2.38204 0.125
H 7.14317 -0.03720 4.34637 0.273
H 8.50531 1.24091 4.30208 0.306
H 8.19674 0.13485 2.88552 0.270
H 6.56968 1.49672 2.03050 0.249
H 7.14647 2.81763 3.11717 0.452
H 5.07927 0.78488 4.32793 0.203
H 5.16203 2.57908 4.50925 0.362
H 4.37625 1.20231 1.81643 0.032
H 4.48037 2.97088 2.10760 0.528
H 2.59276 1.52513 4.07933 0.447
H 2.54587 3.15150 3.34045 0.558
H 1.24036 4.29177 2.44161 0.557
H 0.20980 4.45299 0.99400 0.272
H 3.12521 5.07624 1.11194 0.317
H 1.95922 5.16022 -0.30902 0.286
H 2.82838 3.61892 -0.01260 0.141
H -0.02507 3.78486 -4.05773 0.329
H -0.36280 5.10242 -2.88050 0.281
H -1.65530 3.85022 -3.28732 0.375
H -0.49773 -1.04240 -1.60120 0.675
H -0.88326 0.63553 -2.06535 0.395
H -3.01738 0.52958 -0.95512 0.298
H -2.35585 -0.48437 0.43299 0.049
H -3.99814 -1.39958 -1.67463 0.427
H -2.39305 -1.87251 -2.35793 0.292
H -2.05578 -3.58799 -0.88184 0.395
H -2.66712 -2.68022 0.57462 0.565
H -4.47529 -4.36021 1.42913 0.297
H -3.01282 -5.10126 0.61509 0.297
H -4.65624 -5.61455 0.11063 0.363
H -0.10630 -2.27278 -0.05300 -0.861
H 2.83384 -1.67973 -0.06107 0.274
H 1.81839 -2.69200 -1.12669 0.272
H 2.43794 -3.45741 0.37855 0.357
H 1.35207 -2.97600 2.57725 0.065
H -0.32457 -2.29046 2.69008 0.390
H -0.33457 -4.89505 2.47817 0.482
H 0.66521 -4.73824 0.92436 0.244
H -1.03272 -4.14959 0.98131 -0.001
H 1.10332 -0.61096 4.46106 0.426
H 2.50450 -2.01784 6.14801 0.421
H 4.79066 -2.90476 5.42022 0.394
H 5.65168 -2.41607 3.00070 0.443
H 4.27956 -1.05109 1.35498 0.388
C -3.52186 -5.45826 -2.82048 -0.828
C -2.58109 -6.25266 -3.69673 0.557
C -2.78008 -7.74099 -3.63240 -0.524
O -1.48594 -8.22803 -3.99547 -0.324
C -0.58924 -7.27624 -3.61080 0.594
O 0.58995 -7.42852 -3.59012 -0.526
O -1.22729 -6.12570 -3.25082 -0.313
H -3.14066 -4.44978 -2.66707 -0.088
H -4.51445 -5.39537 -3.26934 0.414
H -3.62092 -5.91158 -1.83360 0.130
H -2.62740 -5.88374 -4.72676 0.268
H -3.53939 -8.09697 -4.32776 0.337
H -3.01300 -8.10584 -2.62837 0.310
C 0.35607 5.10485 -8.67967 -1.454
C -0.84287 4.68852 -7.85816 0.585
C -2.16351 5.13281 -8.42102 -0.557
O -2.98286 5.17878 -7.24975 -0.306
C -2.15287 5.44255 -6.20421 0.642
O -2.51957 5.73269 -5.10807 -0.523
O -0.84763 5.33261 -6.57892 -0.360
H 1.26999 5.03671 -8.08705 0.366
H 0.46012 4.47214 -9.56248 0.387
H 0.26993 6.14258 -9.00937 0.344
H -0.82060 3.60734 -7.68503 0.258
H -2.56845 4.43430 -9.15224 0.316
H -2.13561 6.13413 -8.85801 0.317
C -3.00839 1.93460 3.39101 -1.012
C -4.21536 1.52462 4.20431 0.457
C -5.53160 1.96306 3.62359 -0.518
O -6.36214 2.01899 4.78305 -0.327
C -5.54109 2.29288 5.83838 0.574
O -5.91599 2.59118 6.92424 -0.500
O -4.23023 2.17859 5.47409 -0.376
H -2.10005 1.87230 3.99425 0.348
H -2.89424 1.29428 2.51360 0.129
H -3.09090 2.96949 3.05111 0.298
H -4.19446 0.44481 4.38726 0.283
H -5.92893 1.25739 2.89433 0.315
H -5.49916 2.96095 3.17742 0.337
```

Values from the calculation:
- Net charge: +1
- HOMO: -11.5728 eV
- LUMO: -3.39 eV
- Calculated total energy: -3039.80463 a.u.

=====

Molecular formula: C42H62MoN8
Method: DFT, wB97M-V/def2-TZVPD

Geometry as XYZ:
```
113
Properties=species:S:1:pos:R:3:mulliken_charge:R:1
Mo 0.11407 -0.39251 0.43984 -0.464
N 0.44021 -0.36719 2.72218 -0.307
C -0.79219 -0.18521 3.52670 -0.537
C -1.64689 -1.41394 3.34292 -1.278
N -1.86986 -1.65290 1.90133 1.431
C -1.53016 -3.04249 1.53586 -0.908
C -0.07638 -3.38409 1.76858 -1.333
N 0.81055 -2.48715 0.99735 0.080
C -3.31172 -1.47016 1.55096 -0.536
C -4.04577 -0.25876 2.11181 -1.302
N -3.40423 1.02534 1.87636 0.100
H 0.93440 -1.18963 3.06066 0.489
H 1.05969 0.42062 2.90338 0.276
H -1.30579 0.69755 3.14360 0.161
H -0.54976 -0.03023 4.58097 0.565
H -2.58810 -1.31136 3.87989 0.503
H -1.15317 -2.27686 3.79483 0.357
H -1.78418 -3.17976 0.48129 0.531
H -2.14509 -3.75081 2.10699 0.363
H 0.09841 -4.42229 1.47703 0.587
H 0.18859 -3.31998 2.82352 0.401
H 0.94555 -2.90727 0.07620 0.225
H 1.74808 -2.44875 1.39388 0.422
H -3.86859 -2.34727 1.91036 0.465
H -3.36991 -1.48834 0.46332 0.018
H -4.17556 -0.36347 3.19013 0.508
H -5.06133 -0.32422 1.69851 0.453
H -3.74023 1.69868 2.55620 0.291
H -3.65114 1.40459 0.96935 -0.360
C -3.62747 -2.65511 -4.49265 -1.258
C -3.58851 -2.91616 -2.98638 -1.347
C -2.25529 -2.58256 -2.39127 0.632
C -1.08411 -3.26320 -2.51739 0.496
C -0.82625 -4.56043 -3.21564 -0.957
C -0.34972 -5.65617 -2.26064 -1.202
C -0.07801 -2.47733 -1.85469 0.119
C 1.27593 -2.58927 -2.04283 -1.122
C 2.21989 -1.71338 -1.51420 -0.397
C 3.63010 -1.82139 -1.80312 0.771
C 4.14369 -2.74139 -2.87929 -0.299
C 5.54126 -2.47263 -3.42799 -1.621
C 4.26153 -0.97241 -0.94402 0.397
C 3.22932 -0.32514 -0.17187 -0.412
C 3.47779 0.53146 0.86720 -0.911
C 2.50462 1.33687 1.43851 0.413
N 1.21177 1.35660 0.97455 -0.560
C 0.65709 2.48048 1.53690 0.571
C -0.50562 3.04764 1.03648 -1.299
C -1.25725 2.47442 0.04792 -0.315
N -1.18211 1.14428 -0.34472 0.289
C -2.28302 0.96492 -1.13902 -0.327
C -2.72433 -0.25218 -1.64168 -1.287
C -1.95972 -1.38418 -1.64918 -0.454
N -0.65397 -1.41073 -1.18158 0.844
C -3.02087 2.18834 -1.31156 0.714
C -2.37838 3.13334 -0.57239 1.185
C -2.70997 4.58403 -0.41260 -1.268
C -3.72860 4.83981 0.69792 -1.049
C -4.26141 2.32903 -2.13747 -1.172
C -5.52684 1.96283 -1.35907 -0.983
C 1.56758 3.11276 2.43550 0.690
C 2.73891 2.39627 2.36459 1.103
C 4.04506 2.68244 3.03684 -1.386
C 5.01671 3.46518 2.15154 -0.758
C 1.26795 4.34565 3.23281 -1.244
C 1.89036 5.61770 2.66039 -1.176
N 1.97193 -0.76219 -0.55763 0.420
C 5.71360 -0.64254 -0.77586 -1.459
C 6.08215 0.72511 -1.35256 -0.989
H -3.33113 -1.62970 -4.71574 0.304
H -4.62870 -2.81150 -4.88852 0.437
H -2.94872 -3.31623 -5.02958 0.339
H -3.81729 -3.96257 -2.77206 0.505
H -4.37058 -2.33771 -2.49159 0.503
H -0.09241 -4.40753 -4.01266 0.465
H -1.74182 -4.88377 -3.71124 0.390
H 0.62626 -5.42467 -1.83217 0.223
H -0.26294 -6.61070 -2.77557 0.461
H -1.05727 -5.78622 -1.44001 0.302
H 1.63007 -3.38203 -2.68411 0.759
H 3.43898 -2.69463 -3.71341 0.517
H 4.09331 -3.77147 -2.50857 0.333
H 5.69572 -1.41472 -3.63650 0.315
H 5.67209 -3.01296 -4.36373 0.437
H 6.32532 -2.81062 -2.75484 0.368
H 4.50193 0.67313 1.17873 0.765
H -0.78266 4.03158 1.38368 0.604
H -3.68397 -0.28015 -2.13532 0.596
H -3.08728 4.96733 -1.36232 0.472
H -1.79643 5.14567 -0.21163 0.481
H -4.68292 4.36012 0.48130 0.201
H -3.91342 5.90547 0.81726 0.450
H -3.37110 4.45577 1.65594 0.247
H -4.18448 1.69993 -3.02744 0.446
H -4.32808 3.35281 -2.50897 0.417
H -5.52579 0.90613 -1.08011 0.190
H -6.42012 2.14401 -1.95345 0.491
H -5.61108 2.54423 -0.43999 0.145
H 4.51404 1.74436 3.34471 0.453
H 3.85176 3.23838 3.95656 0.396
H 5.22748 2.93655 1.22099 0.042
H 5.96225 3.61890 2.66852 0.412
H 4.61703 4.44097 1.88049 0.243
H 1.61651 4.19164 4.25705 0.510
H 0.18603 4.46668 3.30777 0.482
H 2.97648 5.59565 2.72423 0.237
H 1.54591 6.48937 3.21292 0.437
H 1.62314 5.75033 1.61158 0.311
H 6.31949 -1.40810 -1.25092 0.344
H 5.96731 -0.68839 0.28683 0.455
H 5.84391 0.77145 -2.41477 0.307
H 7.14764 0.91540 -1.23824 0.398
H 5.54024 1.53485 -0.86297 0.216
```

Values from the calculation:
- Net charge: +2
- HOMO (spin up / spin down): -12.1264 / -12.1356 eV
- Multiplicity: 3
- LUMO (spin up / spin down): -6.34 / -6.34 eV
- Calculated total energy: -2143.48734 a.u.